Computed, not measured: a cluster of 2 separate species, C5H11NO in total in a non-equilibrium geometry, with ωB97M-V/def2-TZVPD.

Calculated values
energy relative to the best compared isomer or geometry (same formula, charge and spin): 33.6 kcal/mol
DFT total energy: -8900.2408 eV
LUMO level: 0.031 hartree
2S+1: 1
molecular weight: 101.15 u
E_HOMO: -8.14 eV
SMILES: CC(C)=O.C=CN

Each line ends with the natural charge from an NBO analysis.
Element x y z (Å)
C (-1.392215, -1.444739, 0.036540)  0.014
C (-2.564318, -1.033148, -0.454741)  -0.538
C (1.453827, 2.101768, 0.484156)  -0.724
C (1.301780, 0.250418, -1.265313)  -0.726
C (1.295008, 0.623916, 0.239089)  0.623
N (-1.140263, -1.711561, 1.370185)  -0.813
O (1.410058, -0.185563, 1.127702)  -0.567
H (-0.623374, -1.784108, -0.646812)  0.185
H (-1.814584, -1.310049, 2.006759)  0.366
H (-0.193774, -1.502959, 1.658678)  0.399
H (-3.402054, -0.816559, 0.188724)  0.185
H (-2.804024, -1.134303, -1.497272)  0.201
H (1.277361, 2.332539, 1.532103)  0.235
H (2.478883, 2.387031, 0.251018)  0.239
H (0.786407, 2.673814, -0.154836)  0.226
H (2.123999, 0.777050, -1.742998)  0.228
H (0.377299, 0.595912, -1.726435)  0.238
H (1.429983, -0.819458, -1.406547)  0.230

Forces on atoms 1 to 3 (eV/Å):
C -0.70 -0.51 -0.18
C 0.00 -0.33 0.05
C -0.48 0.02 0.39


Computed, not measured: a structure of composition C4H3CrO6 in a non-equilibrium geometry, with ωB97M-V/def2-TZVPD.

Calculated values
energy relative to the best compared isomer or geometry (same formula, charge and spin): 67.4 kcal/mol
DFT total energy: -44889.9223 eV
LUMO level (alpha / beta): -0.240 / -0.238 hartree
2S+1: 5
molecular weight: 199.06 u
E_HOMO (alpha / beta): -10.92 / -10.92 eV
charge: +1

Each line ends with the natural charge from an NBO analysis.
Element x y z (Å)
O (1.798714, 0.156182, 1.392629)  -0.427
C (0.769558, 0.056390, 0.725320)  0.681
O (-1.302996, 1.085103, -0.059378)  -0.425
C (-2.079540, 0.069540, -0.376863)  0.965
C (-0.408563, 0.936297, 1.032006)  -0.178
O (-2.052525, -1.018785, 0.269295)  -0.723
O (-2.879108, 0.207703, -1.344884)  -0.675
H (-0.919800, 0.529103, 1.914283)  0.241
H (-0.047598, 1.948748, 1.259465)  0.277
Cr (-3.327789, -1.673670, -1.021401)  1.523
O (3.365604, -0.983630, -0.916557)  -0.640
C (2.720540, 0.032968, -0.437005)  0.535
O (1.468231, 0.057432, -0.776210)  -0.629
H (2.895278, -1.403387, -1.660704)  0.475

Forces on atoms 1 to 3 (eV/Å):
O -3.87 -2.27 1.66
C 7.16 3.08 -1.30
O -1.09 -0.62 -0.74


Computed, not measured: a cluster of 2 separate species, C4H8O3 in total, with ωB97M-V/def2-TZVPD.

Calculated values
energy relative to the best compared isomer or geometry (same formula, charge and spin): 64.8 kcal/mol
DFT total energy: -10418.1948 eV
LUMO level: -0.025 hartree
2S+1: 1
molecular weight: 104.10 u
E_HOMO: -9.97 eV
SMILES: O=CC(=O)CCO.[H][H]

Each line ends with the natural charge from an NBO analysis.
Element x y z (Å)
O (-1.059791, 1.662358, -0.380385)  -0.719
C (-1.567478, 0.345459, -0.272335)  -0.061
C (-0.651206, -0.528856, 0.561109)  -0.546
C (0.704674, -0.717630, -0.066283)  0.483
O (1.030483, -0.355731, -1.176113)  -0.489
C (1.728800, -1.464162, 0.788106)  0.329
O (2.838522, -1.662576, 0.378144)  -0.432
H (-0.430404, 1.669495, -1.107933)  0.483
H (-1.716896, -0.121969, -1.255988)  0.178
H (-2.539530, 0.442159, 0.212667)  0.186
H (-1.095339, -1.522818, 0.722304)  0.240
H (-0.509667, -0.085996, 1.556364)  0.240
H (0.652736, 2.140748, 1.267260)  0.011
H (1.358000, -1.811552, 1.773088)  0.113
H (1.297147, 2.197951, 1.624947)  -0.018

Forces on atoms 1 to 3 (eV/Å):
O -0.06 -0.02 -0.20
C -0.16 -0.06 -0.07
C -0.01 0.06 0.02